Entry 1:
13
Properties=species:S:1:pos:R:3:mulliken_charge:R:1 method="wB97M-V/def2-TZVPD" total_charge=0 energy_ev=-6322.420 multiplicity=1 max_force_ha_per_bohr=0.022 smiles="C=C1CC1.O"
C -0.4696 -0.0200 1.2113 -0.57
C 0.2559 -0.1137 0.1063 0.26
C 1.3438 -0.9192 -0.4408 -0.60
C 1.2989 0.6101 -0.6162 -0.59
H -0.7890 -0.8984 1.7626 0.22
H -0.8099 0.9420 1.5891 0.31
H 2.0019 -1.3254 0.3206 0.22
H 1.2519 -1.5250 -1.3398 0.22
H 1.9290 1.2242 0.0198 0.23
H 1.1731 0.9838 -1.6312 0.22
O -2.5527 -0.2172 0.0285 -0.66
H -2.7072 0.7273 0.1550 0.33
H -1.6832 -0.2383 -0.4141 0.41

***

Entry 2:
150
Properties=species:S:1:pos:R:3:mulliken_charge:R:1 method="wB97M-V/def2-TZVPD" total_charge=+1 energy_ev=-77744.649 multiplicity=1 max_force_ha_per_bohr=0.179
C 3.9968 0.0678 2.2582 -0.32
O 4.6924 1.1729 1.5779 -0.40
C 3.7810 1.9803 0.7497 -0.21
C 2.5545 2.6999 1.5663 -0.08
C 1.5668 3.6295 0.5898 -0.32
C 0.6078 4.5690 1.5315 -0.50
C -0.2178 3.7680 2.7011 -0.30
C -1.8526 3.9900 2.4826 -0.04
C -2.6575 2.9783 3.4903 -0.78
P -3.6512 1.5934 2.6303 0.38
C -5.2541 2.3708 1.9003 -0.50
N -5.5828 1.9034 0.4998 -0.29
P -2.5183 0.3697 1.2281 0.78
O -2.9693 0.5025 -0.2919 -0.53
O -0.7930 0.6024 1.2631 -0.32
O -2.7844 -1.3310 1.6665 -0.50
H 3.0230 -0.1996 1.6256 0.03
H 3.5834 0.5088 3.2852 0.22
H 4.6693 -0.8693 2.4867 0.24
H 3.4125 1.3059 -0.1451 0.02
H 4.4539 2.8266 0.2488 0.31
H 2.9552 3.4136 2.4047 0.20
H 1.8560 1.8331 1.9664 -0.01
H 0.9052 2.9792 -0.1356 0.09
H 2.2393 4.3490 -0.0812 0.30
H -0.2004 5.1668 0.8957 0.11
H 1.2608 5.3870 2.0735 0.37
H -0.0289 2.6129 2.7400 0.12
H 0.1521 4.1905 3.7546 0.20
H -2.1432 3.9066 1.3524 -0.22
H -2.0674 5.0979 2.8707 0.32
H -1.9200 2.5425 4.3015 0.46
H -3.4574 3.6525 4.0662 0.41
H -4.1078 0.6944 3.6990 0.20
H -5.1426 3.5350 1.9517 0.29
H -6.1788 2.0455 2.5817 0.33
H -5.5039 2.7260 -0.1374 0.08
H -6.5137 1.4364 0.4365 0.25
H -0.4017 -0.0378 0.5969 0.29
H -2.3642 -1.5099 2.5771 0.35
C 2.5276 -4.2497 0.0251 -1.10
C 1.7030 -3.6657 -1.1189 -0.60
N 1.9897 -2.2555 -1.3948 0.54
C 1.0047 -1.6262 -2.2809 -0.59
C 0.9040 -2.1495 -3.7093 -1.21
C 3.3867 -1.9187 -1.6756 -0.91
C 4.0660 -2.6272 -2.8433 -0.84
H 2.4178 -3.6533 0.9373 0.21
H 2.1869 -5.2663 0.2473 0.43
H 3.5904 -4.3101 -0.2266 0.20
H 0.6495 -3.7633 -0.8310 0.50
H 1.8435 -4.2883 -2.0091 0.26
H 1.1839 -0.5442 -2.3135 0.30
H 0.0160 -1.7290 -1.8140 0.36
H 1.7453 -1.8167 -4.3210 0.25
H -0.0039 -1.7587 -4.1808 0.43
H 0.8478 -3.2406 -3.7524 0.27
H 3.9750 -2.1165 -0.7716 0.35
H 3.4796 -0.8343 -1.8200 0.30
H 3.8681 -3.7019 -2.8556 0.28
H 5.1528 -2.4984 -2.7680 0.26
H 3.7632 -2.2047 -3.8027 0.26
C -8.6308 5.7122 4.0177 -1.29
C -9.0770 5.7872 2.5599 -0.42
N -8.9437 4.5210 1.8346 0.37
C -9.0910 4.6662 0.3826 -0.52
C -10.4460 5.1215 -0.1475 -1.12
C -9.6232 3.3626 2.4180 -0.73
C -11.1299 3.4600 2.6359 -1.18
H -7.6066 5.3326 4.0995 0.21
H -8.6538 6.7113 4.4651 0.43
H -9.2885 5.0731 4.6140 0.30
H -8.4463 6.5415 2.0747 0.43
H -10.1038 6.1672 2.5241 0.28
H -8.8200 3.7223 -0.1067 0.25
H -8.3354 5.3842 0.0365 0.39
H -11.1877 4.3213 -0.0992 0.25
H -10.3526 5.4029 -1.2018 0.41
H -10.8335 5.9929 0.3874 0.27
H -9.1553 3.1422 3.3849 0.41
H -9.4122 2.4715 1.8124 0.33
H -11.4292 4.4100 3.0854 0.26
H -11.4540 2.6629 3.3164 0.39
H -11.6817 3.3243 1.7044 0.29
C -3.1792 3.8111 -1.9612 -1.12
C -3.2644 5.3287 -2.1003 -0.55
N -1.9618 5.9991 -2.0744 0.41
C -2.0613 7.4536 -1.9133 -0.70
C -2.7317 8.2436 -3.0317 -1.09
C -0.9776 5.5463 -3.0595 -0.66
C -1.3607 5.6282 -4.5338 -1.14
H -2.6222 3.5263 -1.0621 0.07
H -4.1859 3.3886 -1.8787 0.37
H -2.7015 3.3474 -2.8291 0.37
H -3.8656 5.6901 -1.2575 0.43
H -3.8245 5.5690 -3.0105 0.30
H -1.0610 7.8694 -1.7386 0.36
H -2.6105 7.6537 -0.9835 0.40
H -2.0848 8.3317 -3.9072 0.24
H -2.9398 9.2625 -2.6884 0.40
H -3.6843 7.8049 -3.3412 0.27
H -0.7219 4.5041 -2.8339 0.25
H -0.0347 6.0886 -2.9104 0.46
H -2.3701 5.2570 -4.7271 0.25
H -0.6706 5.0149 -5.1263 0.39
H -1.2839 6.6479 -4.9144 0.28
C 8.7479 -7.2237 -4.8085 -1.38
C 9.0360 -5.7846 -5.2280 -0.35
N 7.8314 -4.9762 -5.4342 0.13
C 8.0968 -3.7026 -6.1114 -0.67
C 8.9656 -2.6833 -5.3829 -0.94
C 6.8975 -4.9019 -4.3089 -0.67
C 7.4278 -4.3695 -2.9813 -0.89
H 8.0756 -7.7165 -5.5192 0.32
H 9.6809 -7.7959 -4.7790 0.43
H 8.3014 -7.2771 -3.8113 0.28
H 9.5939 -5.8358 -6.1704 0.45
H 9.7067 -5.3297 -4.4911 0.28
H 7.1446 -3.2274 -6.3786 0.33
H 8.5749 -3.9254 -7.0747 0.40
H 8.4220 -2.1980 -4.5694 0.20
H 9.2660 -1.8924 -6.0784 0.40
H 9.8809 -3.1253 -4.9798 0.26
H 6.4924 -5.9056 -4.1332 0.31
H 6.0202 -4.3095 -4.6002 0.30
H 8.3965 -4.7984 -2.7133 0.34
H 6.7264 -4.6252 -2.1776 0.27
H 7.5166 -3.2820 -2.9895 0.20
C 1.6208 -9.3971 5.1619 -1.42
C 1.5356 -7.8795 5.0229 -0.29
N 2.8382 -7.2091 5.0487 0.15
C 2.7387 -5.7546 5.2098 -0.83
C 2.0683 -4.9647 4.0914 -0.77
C 3.8224 -7.6619 4.0637 -0.78
C 3.4393 -7.5800 2.5893 -0.73
H 2.1778 -9.6819 6.0611 0.33
H 0.6141 -9.8197 5.2445 0.43
H 2.0985 -9.8608 4.2940 0.29
H 0.9344 -7.5181 5.8656 0.43
H 0.9755 -7.6393 4.1127 0.23
H 3.7390 -5.3388 5.3846 0.37
H 2.1895 -5.5545 6.1396 0.37
H 2.7152 -4.8765 3.2160 0.08
H 1.8602 -3.9458 4.4347 0.45
H 1.1157 -5.4033 3.7820 0.29
H 4.0781 -8.7041 4.2892 0.33
H 4.7653 -7.1197 4.2128 0.33
H 2.4299 -7.9512 2.3960 0.23
H 4.1294 -8.1933 1.9968 0.45
H 3.5161 -6.5603 2.2087 0.09

***

Entry 3:
17
Properties=species:S:1:pos:R:3:mulliken_charge:R:1 method="wB97M-V/def2-TZVPD" total_charge=0 energy_ev=-6389.590 multiplicity=1 max_force_ha_per_bohr=0.022 smiles=CCO.CC
C -1.8606 0.8861 -0.1294 -1.00
C -1.2891 0.5478 -1.4911 -0.17
O -1.1406 -0.8653 -1.6752 -0.54
H -2.4708 0.0319 0.1823 0.31
H -2.4417 1.7902 -0.1213 0.34
H -1.0490 0.9949 0.5812 0.25
H -1.8827 0.8514 -2.3444 0.32
H -0.3095 0.9848 -1.7069 0.22
H -0.8302 -1.2750 -0.8511 0.28
C 1.6911 -0.3274 0.8482 -0.60
C 2.4418 -0.2691 2.1534 -1.04
H 0.6915 -0.7241 1.0346 0.12
H 1.6289 0.6177 0.3233 0.28
H 2.1607 -1.0485 0.1711 0.35
H 3.4720 0.1070 2.0464 0.30
H 2.5326 -1.2542 2.6043 0.29
H 1.9470 0.3720 2.8838 0.30

***

Entry 4:
12
Properties=species:S:1:pos:R:3:mulliken_charge:R:1 method="wB97M-V/def2-TZVPD" total_charge=0 energy_ev=-8336.149 multiplicity=1 max_force_ha_per_bohr=0.183
C 1.0948 1.1595 0.0404 -0.88
C 0.9199 -0.3116 -0.2696 0.63
C -0.3944 -0.9028 0.5137 -0.63
C -1.6269 -0.4666 -0.3757 0.17
H 1.5351 1.5851 -1.0166 0.26
H -0.0040 1.6953 0.4097 0.27
H 1.8910 1.3852 0.9466 0.29
H -0.2021 -1.9620 0.7520 0.34
H -0.4176 -0.4608 1.4787 0.33
H -2.5306 -1.5036 -0.3180 0.23
O 1.4432 -0.9849 -1.2053 -0.55
O -1.7084 0.7672 -0.9559 -0.48

***

Entry 5:
14
Properties=species:S:1:pos:R:3:mulliken_charge:R:1 method="wB97M-V/def2-TZVPD" total_charge=0 energy_ev=-36568.161 multiplicity=1 max_force_ha_per_bohr=0.059
C -0.5535 1.5800 -1.0730 0.45
C 0.5637 1.8735 -0.2174 0.59
C -0.9016 0.1506 -1.4393 -0.19
N -1.0694 2.6936 -1.4672 -0.39
N 0.6819 3.1883 -0.1000 -0.49
N -2.0804 -2.3870 -1.5482 -0.26
N 1.3888 0.8950 0.1741 -0.37
O -0.3676 3.6332 -0.8711 -0.06
O -2.1538 0.1533 -1.8951 -0.33
S -2.9358 -1.3672 -2.0597 0.40
Cl 0.1966 -0.3253 -2.7665 -0.15
H 1.3411 -0.0101 -0.2747 0.17
H 2.2356 1.0756 0.7332 0.23
H -0.7413 -0.4340 -0.5397 0.40

***

Entry 6:
9
Properties=species:S:1:pos:R:3:mulliken_charge:R:1 method="wB97M-V/def2-TZVPD" total_charge=0 energy_ev=-4677.502 multiplicity=1 max_force_ha_per_bohr=0.025
C -0.1076 -0.2347 -0.0221 0.70
C -1.3869 -0.2655 0.3568 -0.76
C 0.9656 0.6195 0.2903 -0.66
N 0.6092 -0.9906 -0.9000 -0.64
H -2.0051 -1.0657 -0.0271 0.28
H -1.7664 0.4667 1.0529 0.27
H 0.9672 -0.5202 -1.7246 0.25
H 1.9656 0.3132 0.5441 0.29
H 0.7584 1.6773 0.4297 0.27

***

One value per record, in order, for energy above the lowest of the compared OMol25 structures with the same formula, charge and spin: 2.7476 4.8591 0.5313 4.3119 0.2559 4.3549 eV.